Here is a molecular structure, C31H56HgN3O3P2 from the OMol25 dataset. Energies are from the ωB97M-V functional and the def2-TZVPD basis.

Cartesian coordinates (Å):
C 2.225 0.087 -2.080
C 3.124 -0.709 0.002
C 3.475 0.099 -2.689
C 4.421 -0.748 -0.627
C 4.591 -0.348 -1.933
H 3.580 0.431 -3.725
H 5.270 -1.090 -0.027
H 5.587 -0.372 -2.389
N 2.030 -0.316 -0.791
P -0.484 -0.507 -2.357
P 1.391 -0.590 2.106
C 0.996 0.536 -2.842
H 0.744 1.564 -2.531
H 1.190 0.552 -3.928
C 2.940 -1.023 1.355
H 3.831 -1.247 1.953
C 1.680 1.141 2.931
C 1.069 -1.842 3.524
C -2.048 0.458 -2.992
C -0.230 -2.107 -3.384
C 0.330 1.786 3.302
H -0.130 1.299 4.174
H 0.486 2.850 3.564
H -0.389 1.727 2.471
C 2.599 1.121 4.166
H 2.131 0.636 5.038
H 3.555 0.615 3.948
H 2.833 2.164 4.457
C 2.406 1.974 1.851
H 2.446 3.033 2.172
H 3.439 1.615 1.715
H 1.910 1.918 0.870
C -0.008 -1.309 4.489
H -0.917 -1.000 3.944
H -0.294 -2.117 5.189
H 0.348 -0.461 5.095
C 0.548 -3.153 2.914
H -0.437 -3.018 2.442
H 1.249 -3.558 2.169
H 0.438 -3.899 3.725
C 2.371 -2.181 4.280
H 2.833 -1.312 4.768
H 2.140 -2.924 5.067
H 3.109 -2.635 3.598
C -1.342 -3.104 -2.999
H -1.186 -4.050 -3.550
H -1.329 -3.334 -1.924
H -2.344 -2.726 -3.262
C 1.160 -2.677 -3.011
H 1.966 -2.105 -3.498
H 1.358 -2.681 -1.932
H 1.213 -3.720 -3.372
C -0.209 -1.895 -4.915
H 0.247 -2.790 -5.378
H -1.210 -1.779 -5.350
H 0.408 -1.028 -5.208
C -1.683 1.936 -3.226
H -0.988 2.062 -4.073
H -2.606 2.499 -3.461
H -1.229 2.389 -2.333
C -3.095 0.363 -1.864
H -2.728 0.828 -0.936
H -4.020 0.881 -2.180
H -3.347 -0.685 -1.629
C -2.686 -0.053 -4.298
H -2.028 0.094 -5.168
H -2.977 -1.114 -4.245
H -3.608 0.532 -4.476
Hg -0.002 -0.585 0.063
C 0.110 -2.505 0.016
O 0.116 -3.678 -0.059
N -0.264 1.518 0.011
C -0.446 2.676 0.027
C -0.667 4.135 0.034
C 0.613 4.849 0.538
C -0.981 4.584 -1.417
C -1.852 4.459 0.980
H 0.853 4.547 1.569
H 1.475 4.617 -0.106
H 0.439 5.939 0.520
H -1.896 4.101 -1.797
H -1.133 5.677 -1.430
H -0.146 4.336 -2.093
H -2.009 5.552 0.995
H -2.781 3.976 0.640
H -1.636 4.121 2.007
N -3.954 -3.105 2.409
C -3.959 -1.838 1.671
C -2.788 -1.789 0.742
O -2.656 -2.741 -0.143
O -1.876 -0.843 0.874
H -4.047 -3.910 1.746
H -4.760 -3.126 3.074
H -3.063 -3.205 2.950
H -4.899 -1.751 1.086
H -3.904 -0.991 2.390

Results
Net charge: +1
Multiplicity: 1
Lowest unoccupied orbital energy (hartree): -0.1173
Kohn-Sham gap (eV): 5.1
Largest force on an atom (Eh/bohr): 0.2432
Molar mass (g mol⁻¹): 781.345

Results of the Löwdin charge analysis, in e, for atoms 1 through 4: number 1, C, carries -0.377; number 2, C, carries -0.369; number 3, C, carries -0.072; number 4, C, carries -0.043